# 1
76
Properties=species:S:1:pos:R:3:forces:R:3:mulliken_charge:R:1 method="wB97M-V/def2-TZVPD" charge=+2 orbital_gap_ev=5.797 multiplicity=1 lumo_ev=-7.38 e_homo_ev=-13.2
C -2.6509 -3.3969 -3.8567 0.0 0.0 0.0 -0.834
H -1.7619 -4.2111 0.2738 0.0 -0.1 0.1 0.450
C -0.7417 1.1546 -2.9861 0.1 0.0 0.0 -0.420
H 4.5626 1.9262 -2.3827 0.0 0.0 0.0 0.579
H 6.0091 -0.1234 -2.1136 0.0 0.0 0.0 0.490
H 1.4775 -1.3786 -2.6594 0.0 0.0 0.0 0.214
C 2.9845 1.0744 -1.2625 -0.1 -0.2 0.2 0.651
C -3.5460 1.3633 -0.9213 0.1 0.1 0.0 -1.196
C 1.1346 -2.2334 3.7358 0.0 0.0 0.0 -1.235
C 5.0191 -0.0789 -1.6789 0.0 0.0 0.0 -0.558
C 0.0398 3.1910 -0.3412 0.3 -0.1 -0.1 0.714
As -2.4463 -0.1502 -0.4470 0.2 -0.5 -0.3 1.742
H -1.2806 1.9163 -2.4345 0.0 0.0 0.0 -0.007
C 4.2328 1.0533 -1.8362 0.1 0.0 0.0 -0.733
H 1.8764 -3.8874 -0.4916 0.0 -0.1 0.0 0.504
H 1.4677 -2.4261 1.6317 0.0 0.0 0.0 0.617
C -0.9711 5.3433 -0.5555 0.0 0.0 0.0 0.032
C 0.5922 -1.4296 4.7280 0.0 0.0 0.1 -0.478
C 0.0578 0.2206 -2.3160 0.1 -0.2 0.3 1.790
H -2.9712 2.1677 -1.3666 0.0 0.0 0.0 0.222
N -0.6392 1.5909 1.2436 0.1 0.0 -0.1 0.699
As -0.1886 -2.4836 -0.5629 -0.4 0.2 -0.5 1.130
Cl -3.0803 6.1380 0.9663 0.0 0.0 0.0 -0.158
C -1.5926 -2.4600 -1.9087 0.1 -0.1 0.0 0.139
H -3.1605 -1.8881 1.2607 0.0 0.0 0.0 0.292
N 2.4882 0.0244 -0.5688 -0.4 0.1 0.1 0.118
C 1.0854 -3.7726 -1.2309 0.1 0.0 0.0 -1.689
C -0.0096 4.4326 -0.9621 0.0 -0.1 -0.1 -0.856
Cl -1.0167 6.8745 -1.3222 0.0 0.0 0.0 -0.152
H -0.8597 -4.1727 -2.9894 0.0 0.0 0.0 0.394
C -1.0256 -3.6040 0.7940 0.1 0.1 0.1 -1.443
C -3.5249 -0.9097 0.9666 0.1 0.1 0.1 -1.127
H 1.2929 -1.3480 -5.0889 0.0 0.0 0.0 0.537
H -4.5297 -1.0032 0.5607 -0.1 0.0 0.1 0.445
O 2.4734 3.2754 -1.9584 0.0 0.1 0.0 -0.602
H -4.0044 1.7160 -0.0004 0.0 0.0 0.0 0.458
Br -0.2888 0.2444 -6.9866 0.0 0.0 -0.1 -0.125
C -0.8586 2.8755 0.6788 0.0 -0.1 0.2 -0.679
H -0.2660 -4.2459 1.2359 0.0 -0.1 0.0 0.552
N 0.4781 -0.6611 2.0622 0.0 0.2 -0.5 -0.213
H -4.3178 1.0314 -1.6092 -0.1 0.0 0.0 0.535
C -1.8813 5.0213 0.4606 0.0 0.1 0.0 0.010
H 5.1138 -2.0411 -0.7850 0.0 0.0 0.0 0.510
C -3.6455 -2.4341 -3.7822 0.0 0.0 0.0 -0.927
C -0.8520 1.1710 -4.3679 0.0 0.0 0.1 -0.802
C 0.7985 -0.6633 -3.1094 -0.1 0.1 -0.1 -0.135
C 2.1249 2.3050 -1.3471 -0.2 -0.1 0.1 0.388
H 1.6158 -3.1722 3.9729 0.0 0.0 0.0 0.495
Ta 0.2523 0.3093 -0.1095 0.1 0.5 0.4 0.213
C -0.1337 0.2503 -5.1165 0.0 0.0 0.0 -0.363
H -4.3984 -0.7360 -2.7307 0.0 0.0 0.0 0.368
H -2.5110 3.5544 1.8790 0.0 0.0 0.0 0.598
C 4.5251 -1.1492 -0.9466 0.1 0.0 0.0 -1.121
H -3.5357 -0.2413 1.8261 0.0 0.0 0.0 0.466
C -2.5889 -1.4859 -1.8384 0.0 0.1 0.0 0.272
H 1.5152 -3.4754 -2.1827 0.0 0.0 0.0 0.428
H -2.6657 -4.1353 -4.6476 0.0 0.0 0.0 0.464
C -0.0313 0.1185 3.0361 0.0 -0.1 0.0 0.395
C -0.6103 1.4373 2.6215 -0.1 0.0 -0.4 0.071
H -1.5026 -3.0293 1.5830 0.0 0.0 0.0 0.375
C -1.8226 3.7862 1.0795 0.0 -0.1 0.1 -0.732
C -1.6282 -3.4148 -2.9150 -0.1 0.0 0.0 -0.752
H -4.4435 -2.4168 -4.5124 0.0 0.0 0.0 0.460
H -0.4296 0.4516 5.0911 0.0 0.0 0.0 0.581
C 0.7100 -0.6563 -4.4944 0.0 0.0 0.1 -0.796
C 3.2558 -1.0641 -0.4150 -0.1 0.1 0.0 0.117
C -3.6150 -1.4808 -2.7710 0.0 -0.1 0.0 -1.064
N 0.9653 2.1453 -0.6049 0.2 0.0 0.2 0.598
H 0.6860 4.6961 -1.7432 0.0 0.0 0.0 0.693
H 0.6361 -1.7320 5.7662 0.0 0.0 0.0 0.478
O -0.9562 2.2561 3.4283 -0.1 0.0 0.1 -0.597
H -1.4805 1.9003 -4.8622 0.0 0.0 0.0 0.545
H 2.8340 -1.8816 0.1507 0.0 0.0 0.0 0.311
C 1.0535 -1.8185 2.4235 0.0 0.2 0.0 -0.164
C -0.0009 -0.2300 4.3688 0.0 0.0 0.1 -0.738
H 0.5630 -4.7204 -1.3304 0.0 -0.1 0.0 0.557

***

# 2
48
Properties=species:S:1:pos:R:3:forces:R:3:mulliken_spin:R:1 method="wB97M-V/def2-TZVPD" charge=-1 orbital_gap_ev="7.491 / 8.466" multiplicity=5 lumo_ev="2.54 / 2.55" e_homo_ev="-4.9 / -5.9"
C 2.0421 2.2534 0.5288 0.0 0.0 0.0 -0.019
C -1.3724 -0.8389 -3.3953 0.0 0.0 0.0 0.032
C 1.5546 4.5680 0.1065 0.0 0.0 0.0 0.029
C 0.2010 4.2573 0.0852 0.0 0.0 0.0 -0.028
O 0.4562 -4.2100 -0.6186 0.0 0.0 0.0 0.010
H -1.3054 0.1724 -3.7714 0.0 0.0 0.0 0.002
C 0.1294 -3.0270 -0.6380 0.0 -0.1 -0.1 -0.011
C -2.3392 -3.0471 -3.5213 0.0 0.0 0.0 0.001
C -2.8337 0.0593 1.1956 -0.1 0.0 -0.1 -0.097
Cl -5.0591 -0.0674 4.5182 0.0 0.0 0.0 0.002
N 2.5599 -0.1465 0.3284 -0.1 0.0 0.0 -0.076
H 4.2999 -1.2124 0.9022 0.0 0.0 0.0 0.001
H 2.8189 -2.1955 0.6501 0.0 0.0 0.0 0.009
C 3.2094 -1.2548 1.0329 0.0 0.0 0.0 0.016
H 3.1370 1.0517 1.9251 0.0 0.0 0.0 0.005
C -3.7220 -0.0826 3.4232 0.0 0.0 0.0 0.022
C -1.5296 -0.1081 1.6254 0.1 0.0 0.1 0.128
C -0.7070 -2.5424 -1.8127 0.0 0.0 -0.1 -0.031
Cl -2.1503 -0.4287 5.6044 0.0 0.0 0.0 -0.002
C 2.8325 -0.2494 -1.1066 -0.1 0.0 0.0 0.049
C -2.2279 -1.7471 -3.9885 0.0 0.0 0.0 0.000
H -3.0198 -3.7365 -4.0019 0.0 0.0 0.0 0.000
H 2.3725 0.5942 -1.6220 0.0 0.0 0.0 -0.004
H 0.0263 -0.5236 -1.8164 0.0 0.0 0.0 -0.011
H 4.0314 1.3771 0.4375 0.0 0.0 0.0 0.001
C -0.6252 -1.2452 -2.2987 0.0 0.0 0.0 0.058
H -1.2808 2.7319 0.2510 0.0 0.0 0.0 0.003
C -3.9303 0.0734 2.0546 0.0 0.0 0.0 -0.013
Cl -5.5382 0.2852 1.4548 0.0 0.0 0.0 -0.001
H 3.5421 3.7880 0.3428 0.0 0.0 0.0 -0.002
C 3.0309 1.1569 0.8411 0.0 -0.1 0.0 -0.062
C -1.3796 -0.2498 2.9939 0.1 0.0 0.2 -0.055
Cl 0.2667 -0.4431 3.6137 -0.2 0.0 -0.1 0.018
H 3.9154 -0.2346 -1.2970 0.0 0.0 0.0 0.007
H 1.8867 5.5871 -0.0528 0.0 0.0 0.0 0.003
C -0.2158 2.9444 0.2782 0.0 0.0 0.0 -0.105
C -1.5618 -3.4405 -2.4454 0.0 0.0 0.0 -0.003
O 0.4417 -2.1505 0.2366 0.1 0.1 0.1 -0.085
H 2.4151 -1.1808 -1.4886 0.0 0.0 0.0 0.003
C -2.4261 -0.2447 3.9076 0.0 0.0 0.0 -0.013
H -0.5291 5.0401 -0.0877 0.0 0.0 0.0 -0.002
Cl -3.1173 0.2745 -0.5180 0.0 0.0 0.1 0.003
Cr 0.3528 -0.1645 0.6526 0.2 -0.2 -0.1 4.320
H -1.6040 -4.4559 -2.0757 0.0 0.0 0.0 0.000
H 2.9753 -1.1918 2.0955 0.0 0.0 0.0 0.005
C 2.4802 3.5577 0.3282 0.0 0.0 0.0 -0.008
C 0.6841 1.8970 0.5062 0.0 0.0 0.0 -0.101
Cl -3.1874 -1.2503 -5.3636 0.0 0.0 0.0 0.000

***

# 3
17
Properties=species:S:1:pos:R:3:forces:R:3:mulliken_spin:R:1 method="wB97M-V/def2-TZVPD" charge=0 orbital_gap_ev="3.844 / 4.461" multiplicity=2 lumo_ev="-1.71 / -1.71" e_homo_ev="-5.6 / -6.2"
O -1.3297 -0.5676 3.1517 0.4 1.0 -0.5 0.053
Rb 5.3138 1.3758 -4.8599 -0.6 -0.1 0.5 0.000
H -1.9618 -1.1913 -0.7711 1.6 -0.1 0.6 -0.025
C 0.1594 -0.4926 -0.1929 4.4 1.7 3.4 0.090
H -0.0478 -1.5622 -0.0229 -2.1 0.0 -2.5 0.001
C -0.6489 0.2691 2.3020 -2.1 -0.1 0.6 0.250
C -1.8594 -0.3985 -0.0209 -5.0 3.1 1.4 -0.470
H 0.4491 0.1992 2.4112 -0.6 1.2 0.3 0.024
H -1.3561 1.3831 1.9356 1.6 0.1 1.8 0.029
C -1.0279 0.3247 0.9244 3.6 -7.1 -5.4 0.304
C 1.6606 0.6648 -1.7664 3.8 1.1 -1.5 0.002
O 0.5731 0.6316 -0.9925 -4.0 -1.0 -0.7 -0.020
O 1.6684 1.5378 -2.6742 -0.9 -0.2 0.1 -0.001
O 2.6879 0.0078 -1.4611 -0.7 -1.0 0.3 -0.002
H -2.6719 0.2615 -0.3666 -0.8 0.0 0.5 0.025
Mg -2.7766 -1.5266 2.3964 0.1 0.1 -0.6 0.767
H 1.1679 -0.9166 0.0073 1.2 1.4 1.7 -0.026

***

# 4
102
Properties=species:S:1:pos:R:3:forces:R:3:mulliken_charge:R:1 method="wB97M-V/def2-TZVPD" charge=0 orbital_gap_ev=9.607 multiplicity=1 smiles="CN(C)C=O.CN(C)C=O.C1CCOC1.C1CCOC1.C1CCOC1.C1CCOC1.C1CCOC1.C1CCOC1" lumo_ev=0.24 e_homo_ev=-9.4
H -1.7024 -7.7536 2.5335 -0.5 -0.5 0.7 0.334
H 4.3853 4.9560 -10.2380 -0.2 -0.1 0.7 0.299
H 8.0025 -2.6862 5.6734 -0.5 0.6 -0.3 0.220
O -0.5490 6.3776 5.6601 0.8 -0.2 0.9 -0.411
C 4.2069 3.4799 -8.0181 -1.3 -2.5 0.0 0.193
H -8.7907 1.9427 2.6136 -0.5 -0.2 0.3 0.235
H -5.5185 -5.0194 -9.2654 -0.6 0.5 0.1 0.278
H 5.4444 2.8448 2.2358 -0.4 -0.1 0.8 0.219
C -2.5809 7.1145 4.9057 0.5 -1.5 -0.6 -0.496
H -5.0862 1.2633 3.5398 -0.1 0.0 -0.1 0.301
H 4.5443 4.5266 -8.0703 0.3 -0.1 0.5 0.272
C -4.7148 -4.5456 -8.7018 -0.9 -2.1 0.2 -0.525
O -4.6344 -5.2732 -7.4751 0.0 0.3 -0.7 -0.388
H 0.7056 7.4740 4.5502 -0.1 0.5 -0.3 0.273
H -2.1784 -6.2985 1.8811 -0.4 0.6 -0.1 0.246
H -7.1037 1.3557 5.0422 -0.2 0.4 -0.4 0.261
H -0.2691 8.5225 5.6377 0.2 -0.3 0.6 0.258
C -6.9857 0.4942 4.3850 -0.4 -0.8 -0.8 -0.453
H 8.7569 4.8016 1.5121 -0.4 -0.8 -1.1 0.327
C -0.7493 -0.4754 -1.5664 -2.6 -2.5 1.6 0.072
H -0.1145 2.0377 -1.5291 -0.4 -0.5 -0.5 0.377
H -0.2527 -1.0438 0.8999 0.1 0.0 -0.2 0.326
C -6.8302 1.2255 2.1828 0.1 1.6 -2.3 -0.576
H 0.5790 0.5135 1.0761 0.3 -0.3 0.5 0.330
C 6.4704 4.3713 1.3318 -0.3 -0.1 -2.0 -0.468
H 2.7540 1.1948 -8.7354 0.0 0.9 0.3 0.296
C 6.9112 3.8230 3.5731 0.0 -0.7 0.5 -0.431
H -1.6423 5.2160 4.2930 0.1 0.0 -0.1 0.301
H -2.7834 -4.8046 -6.9189 0.3 0.4 0.9 0.360
C 6.3460 -3.2177 4.1981 0.6 -0.4 -0.8 -0.451
O 4.1680 2.7338 -7.0147 0.2 2.1 -2.4 -0.601
H -6.5924 0.8266 1.1967 0.3 -0.1 0.0 0.288
H 4.6338 -4.1547 5.2255 0.2 0.4 0.2 0.237
O -3.4854 -6.9678 3.3732 3.2 -1.3 2.1 -0.422
H -5.6404 -0.3111 2.8772 0.3 -0.1 0.6 0.203
C 3.0782 1.8394 -9.5524 0.6 -0.1 -1.5 -0.880
H 5.7581 5.0483 0.8602 0.4 0.3 -0.2 0.254
C 0.5482 -0.4165 0.5085 -0.6 0.5 -0.1 -0.855
H -5.5687 -8.1814 1.5969 -0.1 0.1 0.5 0.242
H 1.3938 1.1918 -2.0642 -0.1 0.5 -0.3 0.345
H -4.6711 -2.5425 -9.1457 0.0 0.8 0.5 0.326
H 5.0030 -4.9435 3.7868 0.2 0.1 -0.4 0.352
H 7.6184 6.1021 1.7020 0.3 0.2 -0.5 0.160
H 2.3108 2.0171 -10.3058 -0.7 0.1 0.5 0.294
H -6.6987 2.3007 2.0612 0.2 0.2 0.1 0.278
N 3.7184 3.1206 -9.2876 1.2 0.2 2.6 0.075
H 1.1800 1.9478 -0.5192 0.3 -0.8 0.5 0.360
H -3.8944 -4.8164 -9.3664 0.9 0.7 0.2 0.290
C -0.2710 7.6331 5.0075 -0.7 -1.3 -1.0 -0.341
C -4.8614 -7.3526 1.6264 -1.4 0.0 -2.0 -0.449
O -1.5590 -1.3040 -1.0839 1.4 1.3 -1.8 -0.641
C 7.7271 5.0215 1.7938 0.6 2.4 1.6 -0.407
H -8.7941 0.4388 1.6295 -0.2 -0.2 0.4 0.291
H -3.2559 -7.5211 0.2574 0.3 -0.3 -0.1 0.243
H 6.5766 -3.2363 3.1329 0.0 -0.3 -0.1 0.242
C -3.7866 -4.4684 -6.6570 -1.9 -0.1 0.3 -0.437
H 5.8743 -5.7528 6.3150 -0.5 -0.5 -0.4 0.224
H -0.7589 -0.0689 -2.5895 -0.4 -0.2 0.0 0.381
C 5.4932 -4.4312 4.6147 -1.8 -0.6 -0.8 -0.509
H 2.8227 4.2413 -10.6913 0.1 0.3 -0.7 0.345
H -3.1163 -2.5466 -7.1836 -0.2 0.7 0.2 0.221
O 7.2699 -4.4802 5.9596 1.9 0.2 -0.4 -0.416
H -5.2269 -6.6728 0.8568 0.0 0.1 -0.1 0.274
C -4.9160 -3.1272 -8.2590 -0.5 0.2 -1.0 -0.347
H 4.9638 4.4630 2.8791 0.0 -0.1 0.0 0.275
N 0.2323 0.0274 -0.8383 0.7 1.0 0.6 0.095
H 6.6023 3.9640 4.6088 -0.1 0.1 0.0 0.310
H -4.2467 -4.6418 -5.6842 1.4 -0.4 0.5 0.218
C -2.6149 -7.2160 2.2757 0.6 0.5 0.1 -0.427
H -1.6966 8.7519 3.7882 0.0 0.3 0.2 0.340
C -8.3186 0.9737 2.4516 1.9 -0.5 1.6 -0.362
H 7.5073 2.9108 3.5457 -0.1 -0.5 -0.1 0.243
H 1.5000 -0.9473 0.5301 0.0 0.1 0.1 0.257
H 5.8541 -2.2489 4.2858 0.0 -0.1 0.8 0.280
C -3.4918 -7.8674 1.2636 0.2 -0.3 -1.2 -0.429
H 3.7425 1.2318 -10.1669 0.5 -0.3 0.2 0.333
H -6.6872 -0.3128 5.0542 -0.6 -0.4 -0.2 0.323
C -1.4997 7.7305 4.1139 0.5 2.5 -2.0 -0.668
C 7.6394 -3.4517 4.9876 -0.2 -0.3 2.1 -0.360
C 6.3524 -5.3969 5.4024 0.0 1.3 1.1 -0.349
H -5.9645 -3.0039 -7.9878 -0.1 0.1 -0.4 0.190
H -4.6205 -2.4825 -6.1618 0.1 0.1 -0.3 0.329
H -1.4924 7.1847 3.1704 0.7 -0.2 0.0 0.274
H 4.4047 3.5957 -11.2518 -0.2 -0.5 -0.1 0.306
H -5.5321 -6.9445 3.5887 0.3 -0.2 0.6 0.245
H -4.7475 -5.5576 2.9093 -0.5 0.4 -0.7 0.280
H -3.4596 -8.9568 1.2800 0.1 0.1 0.1 0.268
C 0.6710 1.3315 -1.2603 1.3 0.9 -0.5 -1.047
C -1.7615 5.8460 5.1745 -1.4 0.4 1.6 -0.429
O -8.2374 0.1621 3.6651 0.3 0.4 0.6 -0.423
C -4.1004 -2.9714 -6.9856 1.5 -1.2 -0.6 -0.514
C 5.7885 3.8291 2.5534 0.0 -0.9 0.2 -0.361
C 3.8533 4.0209 -10.4132 -0.6 -0.1 -0.2 -0.931
C -4.7167 -6.6470 2.9294 -1.8 0.9 0.0 -0.404
H -2.2694 5.2944 5.9656 0.5 -0.4 0.1 0.309
H -3.4191 6.8905 4.2459 -0.5 0.3 0.6 0.295
O 7.7418 4.8749 3.2103 0.3 0.7 0.8 -0.422
C -5.9508 0.6588 3.2658 -1.0 -0.3 0.2 -0.367
H -2.7438 7.6457 5.8434 -0.6 -0.1 -0.1 0.295
H 8.5513 -3.6951 4.4425 -0.3 -0.6 -0.6 0.259
H 6.7797 -6.2535 4.8811 0.3 0.2 -0.4 0.272
H 6.6887 3.6232 0.5698 -0.1 -0.3 0.2 0.302

***

In the order shown, the computed max |F| values come out to 0.013, 0.005, 0.187, 0.078 Eh/bohr.
In the order shown, the computed energy relative to the best compared isomer or geometry (same formula, charge and spin) values come out to 0.7580, 0.0000, 10.8272, 3.3678 eV.